A structure of composition C37H76N5NiO10, computed with wB97M-V/def2-TZVPD.

Its HOMO energy (alpha / beta) is -0.194 / -0.199 Ha. As for the HOMO-LUMO gap (alpha / beta): 7.33 / 7.45 eV. Its maximum force is 3.2 eV/A. As for the net charge: -1. As for the spin multiplicity: 3.

CARTESIAN COORDINATES (ANGSTROEM)
Ni: 0.8195 1.9224 2.4032
C: -0.2813 0.3845 0.7637
O: 0.9841 0.3238 1.1670
O: -0.8621 1.4156 1.3432
O: -0.8571 -0.5578 0.2171
N: 3.8739 0.6187 2.6239
O: 4.9499 1.2114 2.4301
O: 2.8503 1.3415 2.8686
O: 3.7989 -0.6076 2.6612
C: -4.6242 -3.1653 1.4766
C: -5.1145 -1.7215 1.6944
C: -6.5120 -1.8087 2.2807
C: -7.0027 -0.6080 3.0947
C: -5.9882 -0.2996 4.1890
C: -4.5730 -0.0909 3.6192
N: -4.2233 -1.1250 2.6909
O: -2.8963 -1.0549 2.2741
C: -4.5495 1.3184 2.9377
C: -3.5720 -0.0341 4.7663
C: -5.0692 -0.9758 0.3595
H: -3.5368 -3.1763 1.4100
H: -5.0233 -3.5624 0.5379
H: -4.9595 -3.8251 2.2743
H: -7.2030 -2.0173 1.4550
H: -6.5731 -2.6785 2.9400
H: -7.9232 -0.9371 3.5839
H: -7.1254 0.2522 2.4368
H: -6.0097 -0.9360 5.0758
H: -6.2449 0.6988 4.5648
H: -3.4972 1.5652 2.7569
H: -5.1078 1.3333 2.0046
H: -4.9186 2.1046 3.5996
H: -3.6742 -0.9228 5.3899
H: -2.5797 -0.0457 4.3085
H: -3.6178 0.8853 5.3485
H: -4.0401 -0.7177 0.1034
H: -5.6282 -0.0375 0.3847
H: -5.4567 -1.6342 -0.4176
H: -2.7938 -0.3190 1.6420
C: 6.7912 -3.3651 -1.2280
C: 5.8819 -2.3721 -0.4386
C: 6.5724 -1.0166 -0.4135
C: 6.4901 -0.2452 -1.7305
C: 5.0451 -0.1071 -2.2253
C: 4.2700 -1.4294 -2.2353
N: 4.5777 -2.2629 -1.0881
O: 3.8765 -3.4636 -1.0641
C: 2.7840 -1.0313 -2.0790
C: 4.3410 -2.1549 -3.5925
C: 5.7153 -2.8740 0.9914
H: 6.6106 -4.4059 -0.9407
H: 7.8412 -3.1121 -1.0744
H: 6.6240 -3.3520 -2.3100
H: 6.0738 -0.3545 0.3034
H: 7.6360 -1.0570 -0.1756
H: 7.1584 -0.6106 -2.5186
H: 6.8232 0.7823 -1.5337
H: 5.0943 0.2800 -3.2486
H: 4.5243 0.6548 -1.6444
H: 2.1779 -1.9365 -1.9815
H: 2.6119 -0.5655 -1.1092
H: 2.3685 -0.4295 -2.8896
H: 3.7129 -3.0464 -3.4827
H: 3.9893 -1.5571 -4.4261
H: 5.3159 -2.6155 -3.8121
H: 6.7148 -3.2181 1.3102
H: 5.0349 -3.7068 1.1343
H: 5.5046 -2.0754 1.7015
H: 4.3326 -4.0567 -1.6865
C: 1.3804 3.8847 4.8194
C: 1.7203 4.7634 3.6188
C: 3.2660 4.9607 3.7167
C: 4.0193 5.3443 2.4363
C: 3.5785 4.4230 1.3070
C: 2.0685 4.3113 1.1072
N: 1.4241 3.9774 2.4034
O: -0.0180 3.9804 2.2316
C: 1.5918 5.6401 0.5078
C: 1.8513 3.2112 0.0674
C: 1.0398 6.1320 3.7771
H: 1.8492 2.8975 4.7560
H: 0.3077 3.7875 4.9976
H: 1.8364 4.3064 5.7218
H: 3.3478 5.8490 4.3493
H: 3.7124 4.0584 4.1261
H: 5.0768 5.1313 2.5879
H: 3.8658 6.4010 2.2171
H: 4.0040 3.4208 1.4258
H: 4.0158 4.7719 0.3649
H: 2.1822 5.8431 -0.3830
H: 0.5151 5.7230 0.3724
H: 1.8954 6.4676 1.1561
H: 2.2045 2.2359 0.4008
H: 0.7861 3.1328 -0.1728
H: 2.3623 3.5037 -0.8498
H: 1.4015 6.7929 2.9908
H: 1.3034 6.5239 4.7524
H: -0.0460 6.0969 3.6634
H: -0.3109 4.9006 2.1571
C: -2.1642 -4.3664 -4.4346
C: -2.4333 -3.0211 -5.1151
C: -3.9202 -2.9415 -5.4652
C: -4.8245 -2.6219 -4.2664
C: -4.3099 -1.4358 -3.4421
C: -2.8194 -1.4743 -3.0658
N: -2.1481 -1.8261 -4.3165
O: -0.7340 -1.7424 -4.1096
C: -2.4331 -0.0477 -2.6892
C: -2.5945 -2.4358 -1.8890
C: -1.6465 -2.9115 -6.4189
H: -2.6575 -4.4476 -3.4719
H: -2.4935 -5.1704 -5.0954
H: -1.0934 -4.4871 -4.2502
H: -4.1683 -2.4474 -6.4056
H: -4.2658 -3.9694 -5.6759
H: -5.8590 -2.4484 -4.5621
H: -4.8328 -3.5031 -3.6139
H: -4.8805 -1.4192 -2.5084
H: -4.5419 -0.5450 -4.0361
H: -1.4343 0.0049 -2.2642
H: -3.1861 0.3837 -2.0355
H: -2.3887 0.4873 -3.6467
H: -1.7772 -3.1243 -2.1284
H: -3.4534 -3.0686 -1.6502
H: -2.2070 -1.9595 -0.9848
H: -1.6028 -1.8719 -6.7387
H: -0.6170 -3.2217 -6.2101
H: -2.0238 -3.5916 -7.1804
H: -0.4533 -1.0610 -4.7277

Force components x, y, z for each atom (eV/Å):
0.38 -2.71 -1.57
0.56 -1.46 2.47
0.06 0.83 -0.46
-0.46 0.97 0.06
-0.09 1.01 -0.72
0.06 -0.46 0.51
-0.06 -0.02 -0.32
-0.21 0.69 0.50
-0.10 0.66 -0.10
0.11 0.07 -0.50
0.58 -0.10 0.38
-0.76 -0.04 -0.01
0.65 -1.14 0.15
0.08 1.35 -0.29
-0.84 1.59 0.07
0.08 -1.15 0.79
0.00 0.06 -0.21
0.69 -0.21 0.26
0.68 -0.42 -0.49
-0.01 0.19 0.06
-0.03 -0.04 0.00
-0.01 -0.01 0.03
0.15 0.07 0.18
0.00 0.02 0.03
0.15 -0.01 0.02
-0.30 0.53 -0.33
-0.32 0.11 0.19
0.00 -0.55 -0.40
-0.07 -0.17 0.30
-0.13 0.05 -0.40
0.02 0.08 -0.05
-0.17 -0.09 0.04
0.05 0.09 0.16
0.02 -0.11 0.21
-0.43 -0.03 0.10
0.01 -0.17 -0.10
-0.17 -0.10 -0.05
-0.11 0.22 -0.11
0.29 -0.10 -0.03
-0.10 -0.25 -0.20
0.30 -0.76 -0.84
-0.45 1.25 -0.61
-0.27 0.64 -0.13
1.01 -0.39 -0.21
-1.46 0.82 -0.67
0.23 1.10 1.04
0.13 -0.36 -0.33
-0.49 -0.82 0.70
0.66 -1.36 0.61
1.28 0.07 0.65
0.14 0.09 0.23
0.04 -0.25 0.14
-0.05 0.34 0.07
0.08 -0.32 0.28
-0.10 -0.48 0.47
-0.14 -0.35 0.08
0.23 -0.16 0.01
-0.26 -0.06 0.00
-0.04 -0.22 0.27
-0.01 -0.01 -0.38
0.17 0.43 -0.05
0.26 0.08 -0.04
-0.35 0.27 -0.32
0.00 0.11 -0.01
0.12 0.63 -0.14
-0.16 -0.14 -0.09
-0.20 0.07 -0.29
-0.56 0.08 -0.25
-0.10 -0.04 0.07
-0.08 -0.14 0.58
1.45 -0.59 0.66
-0.21 0.88 -0.49
-0.62 -1.03 0.03
0.52 -0.12 -0.20
0.65 0.56 -0.85
-1.28 -0.04 -0.62
0.07 0.61 0.03
0.43 0.65 0.95
-0.77 0.17 0.13
-0.04 -0.35 -1.17
-0.15 -0.01 -0.38
-0.01 -0.03 -0.09
-0.22 0.23 -0.06
0.39 -0.55 0.67
0.04 0.07 0.21
0.10 0.43 0.14
0.12 0.04 -0.18
-0.13 0.03 0.44
-0.20 0.04 -0.04
-0.50 -0.27 -0.42
0.03 -0.15 -0.45
-0.17 -0.03 0.07
0.09 0.01 -0.05
0.06 -0.16 0.02
0.14 -0.05 0.04
0.06 0.30 0.27
-0.11 0.09 0.08
-0.01 -0.06 0.35
0.01 -0.01 -0.06
0.58 0.04 -0.02
-0.99 0.29 0.03
-1.46 -1.66 0.24
0.88 0.32 0.53
-0.76 -0.22 -0.23
-1.10 -0.41 -0.03
0.95 0.71 -0.58
0.04 -0.34 0.14
0.59 -0.14 -1.00
1.04 -0.71 0.15
0.97 -0.35 0.67
-0.23 -0.10 -0.08
0.03 -0.05 0.06
-0.03 0.01 0.01
0.30 0.81 0.31
0.48 0.05 -0.39
-0.01 0.02 -0.13
-0.04 -0.03 -0.08
0.01 0.37 -0.12
0.23 0.21 0.27
-0.15 -0.06 0.40
0.12 0.07 0.17
-0.26 0.31 0.22
-0.06 0.09 -0.06
-0.11 0.18 -0.02
-0.42 0.32 -0.07
-0.30 -0.04 -0.30
-0.01 0.08 -0.16
-0.24 0.16 -0.10
0.01 0.08 0.10

Atomic partial charges in e from the Löwdin method, atoms 1 to 2:
1 Ni 0.79
2 C -0.83

---

The molecule C14H20N2O4S, computed with wB97M-V/def2-TZVPD.

The SMILES is CCOC(=O)N1CCN(S(=O)(=O)c2ccc(C)cc2)CC1. Its HOMO energy is -0.332 Ha. As for the HOMO-LUMO gap: 9.74 eV. Its maximum force is 1.2 eV/A. As for the spin multiplicity: 1.

CARTESIAN COORDINATES (ANGSTROEM)
C: -0.3961 -0.1004 -3.5032
C: -0.5601 1.3549 -3.0959
O: -0.9843 1.4928 -1.7403
C: -0.0052 1.4963 -0.8067
O: 1.1615 1.2855 -1.0454
N: -0.4775 1.8044 0.4220
C: -1.8670 2.0219 0.7432
C: -2.3410 0.9587 1.7468
N: -1.2892 0.6138 2.6781
S: -0.8532 -0.9923 2.8092
O: -2.0737 -1.7414 2.7499
O: -0.0281 -1.0824 3.9779
C: 0.1408 -1.4135 1.3817
C: -0.4653 -1.9184 0.2502
C: 0.3151 -2.2545 -0.8428
C: 1.6925 -2.0693 -0.8156
C: 2.5410 -2.3872 -2.0066
C: 2.2825 -1.5703 0.3423
C: 1.5120 -1.2515 1.4437
C: -0.2539 1.5959 2.8503
C: 0.4543 1.9374 1.5273
H: -1.3185 -0.6474 -3.3239
H: -0.1483 -0.1554 -4.5596
H: 0.4047 -0.5491 -2.9235
H: 0.3868 1.8887 -3.2259
H: -1.3440 1.8417 -3.6813
H: -1.9705 3.0212 1.1820
H: -2.4579 1.9762 -0.1693
H: -2.6409 0.0401 1.2417
H: -3.2076 1.3369 2.3032
H: -1.5335 -2.0681 0.2469
H: -0.1526 -2.6699 -1.7236
H: 3.3971 -2.9930 -1.7163
H: 1.9733 -2.9194 -2.7657
H: 2.9206 -1.4616 -2.4388
H: 3.3530 -1.4343 0.3759
H: 1.9547 -0.8976 2.3618
H: 0.4498 1.1824 3.5723
H: -0.7048 2.4953 3.2827
H: 0.8402 2.9648 1.5664
H: 1.2934 1.2678 1.3289

Force components x, y, z for each atom (eV/Å):
-0.05 0.36 0.24
0.27 -0.10 -0.41
-0.12 -0.05 0.25
-0.09 0.13 -0.08
0.32 -0.05 -0.22
-0.17 -0.11 0.15
-0.15 -0.03 0.06
-0.47 0.06 -0.25
0.26 -1.12 0.14
-0.26 0.26 0.22
0.01 0.07 -0.36
0.29 0.12 -0.22
-0.39 0.12 0.60
-0.19 -0.04 -0.08
0.07 0.03 0.08
-0.05 -0.05 0.07
0.00 0.04 0.01
-0.16 0.00 0.04
0.20 -0.03 0.06
0.41 0.28 0.05
0.28 0.05 -0.06
-0.08 -0.10 -0.02
0.02 -0.04 -0.14
0.06 -0.06 -0.01
-0.19 -0.02 -0.01
0.12 -0.03 0.07
-0.08 -0.03 -0.07
-0.01 0.08 0.18
-0.14 0.17 -0.11
0.02 -0.07 -0.13
-0.12 -0.07 -0.05
-0.03 -0.03 -0.08
0.07 -0.06 -0.04
0.01 -0.04 -0.07
0.04 0.04 -0.10
0.12 0.01 0.02
0.13 0.03 0.07
0.06 0.30 0.01
0.04 -0.10 0.03
0.05 -0.10 0.06
-0.11 0.17 0.09

Atomic partial charges in e from the Löwdin method, atoms 1 to 2:
1 C -0.06
2 C -0.21

---

Number 1 is which compound?
C37H76N5NiO10